Entry 1:
C2H5N5O | the ωB97M-V functional and the def2-TZVPD basis

The value obtained for the lowest unoccupied orbital energy is 0.70 eV. The electronic energy is -11650.6765 eV. Its energy above the lowest of the compared OMol25 structures with the same formula, charge and spin is 180.27 kJ/mol. The value obtained for the gap between HOMO and LUMO is 9.73 eV.

Atoms and positions in Å:
C1 -1.219 0.242 0.047
C2 0.726 1.100 -0.079
H1 -3.211 0.848 -0.295
H2 -2.831 -0.861 -0.126
H3 2.577 1.328 -0.186
H4 1.387 -1.494 1.057
H5 2.026 -2.028 -0.374
N1 -2.594 0.099 0.055
N2 -0.638 1.402 0.096
N3 1.719 1.820 0.066
N4 0.857 -0.391 -0.410
N5 1.717 -1.235 0.178
O1 -0.514 -0.830 -0.027

Atom charges from the Mulliken analysis, given in e for atoms 1 to 2: atom 1 (C): 0.6416, atom 2 (C): 0.4657

Entry 2:
C2HBr2NO2 | the ωB97M-V functional and the def2-TZVPD basis

The value obtained for the lowest unoccupied orbital energy is 0.13 eV. The electronic energy is -147756.3306 eV. Its energy above the lowest of the compared OMol25 structures with the same formula, charge and spin is 18.79 kJ/mol. The value obtained for the gap between HOMO and LUMO is 10.12 eV.

Atoms and positions in Å:
C1 1.716 0.214 -0.105
C2 -1.564 -0.183 0.120
N1 -0.438 0.073 -0.221
O1 2.134 0.681 0.940
O2 0.686 -0.714 0.008
Br1 -2.351 1.528 0.070
Br2 -2.431 -1.806 0.338
H1 2.247 0.207 -1.150

Atom charges from the Mulliken analysis, given in e for atoms 1 to 2: atom 1 (C): 0.3540, atom 2 (C): 0.2857

Entry 3:
C5H6OS | the ωB97M-V functional and the def2-TZVPD basis

The value obtained for the lowest unoccupied orbital energy is 0.93 eV. The electronic energy is -18161.6488 eV. Its energy above the lowest of the compared OMol25 structures with the same formula, charge and spin is 288.40 kJ/mol. The value obtained for the gap between HOMO and LUMO is 9.07 eV.

Atoms and positions in Å:
C1 1.779 -0.823 -0.048
C2 0.345 -0.970 0.476
C3 -1.826 0.252 0.001
C4 -1.003 1.304 0.018
C5 0.778 0.170 -0.422
H1 2.096 -1.515 -0.883
H2 2.429 -0.704 0.790
H3 0.200 -0.552 1.485
H4 -2.925 0.443 -0.045
H5 -1.480 2.270 0.181
H6 0.483 0.088 -1.438
O1 0.390 1.453 0.009
S1 -1.266 -1.418 -0.124

Atom charges from the Mulliken analysis, given in e for atoms 1 to 2: atom 1 (C): -0.3897, atom 2 (C): -0.2012

Entry 4:
C4H2O2S2 | the ωB97M-V functional and the def2-TZVPD basis

The value obtained for the lowest unoccupied orbital energy (spin up / spin down) is -2.38 / -2.38 eV. The electronic energy is -29939.3123 eV. Its energy above the lowest of the compared OMol25 structures with the same formula, charge and spin is 458.64 kJ/mol. The value obtained for the gap between HOMO and LUMO (spin up / spin down) is 6.85 / 6.85 eV.

Atoms and positions in Å:
C1 -1.351 2.540 -0.350
C2 -0.416 1.738 -0.357
C3 0.411 -0.595 -0.974
C4 0.346 0.680 -0.462
O1 0.131 -2.898 1.658
O2 0.821 -1.762 -0.593
S1 1.141 -0.308 2.073
S2 1.269 -2.149 1.224
H1 -2.134 3.244 -0.334
H2 -0.218 -0.489 -1.884

Atom charges from the Mulliken analysis, given in e for atoms 1 to 2: atom 1 (C): 0.0375, atom 2 (C): 0.2339

Entry 5:
C6H10N2O | the ωB97M-V functional and the def2-TZVPD basis

The value obtained for the lowest unoccupied orbital energy is 0.51 eV. The electronic energy is -11408.3156 eV. Its energy above the lowest of the compared OMol25 structures with the same formula, charge and spin is 363.96 kJ/mol. The value obtained for the gap between HOMO and LUMO is 7.70 eV.

Atoms and positions in Å:
C1 -0.305 1.305 -1.428
C2 -1.329 0.658 -0.542
C3 1.027 0.275 0.486
N1 1.994 -0.359 -0.246
N2 1.104 0.168 1.849
C4 0.286 1.358 -0.027
C5 -0.916 -1.044 -0.453
C6 -1.616 -1.830 0.363
O1 -2.474 0.985 -0.256
H1 2.046 -0.121 -1.225
H2 2.525 -1.085 0.215
H3 0.449 0.737 2.369
H4 1.720 -0.535 2.231
H5 0.186 0.688 -2.179
H6 -0.638 2.284 -1.770
H7 0.221 2.286 0.534
H8 -0.408 -1.453 -1.323
H9 -1.691 -2.902 0.210
H10 -2.179 -1.415 1.195

Atom charges from the Mulliken analysis, given in e for atoms 1 to 2: atom 1 (C): -0.9187, atom 2 (C): 0.8413

Entry 6:
C4H12BN | the ωB97M-V functional and the def2-TZVPD basis

The value obtained for the lowest unoccupied orbital energy (spin up / spin down) is -1.13 / 0.19 eV. The electronic energy is -6504.5090 eV. Its energy above the lowest of the compared OMol25 structures with the same formula, charge and spin is 525.49 kJ/mol. The value obtained for the gap between HOMO and LUMO (spin up / spin down) is 7.01 / 9.50 eV.

Atoms and positions in Å:
B1 0.034 1.191 -1.352
C1 -1.571 -1.587 -1.191
C2 1.502 1.304 1.611
C3 -1.546 -1.223 0.252
C4 1.421 0.239 0.495
N1 0.266 0.422 -0.304
H1 -1.129 1.020 -1.764
H2 0.625 2.099 -1.752
H3 -1.225 -2.557 -1.192
H4 -2.596 -1.748 -1.436
H5 -1.130 -0.889 -1.945
H6 1.689 2.286 1.299
H7 0.569 1.272 2.193
H8 2.363 1.049 2.297
H9 -1.438 -0.277 0.673
H10 -1.474 -1.966 1.023
H11 2.374 0.100 -0.050
H12 1.266 -0.737 1.143

Atom charges from the Mulliken analysis, given in e for atoms 1 to 2: atom 1 (B): 0.1022, atom 2 (C): -0.6559

Entry 7:
C6H17N2 | the ωB97M-V functional and the def2-TZVPD basis

The value obtained for the lowest unoccupied orbital energy (spin up / spin down) is -13.71 / -13.06 eV. The electronic energy is -9453.3569 eV. Its energy above the lowest of the compared OMol25 structures with the same formula, charge and spin is 585.13 kJ/mol. As for the spin multiplicity: 2. The value obtained for the gap between HOMO and LUMO (spin up / spin down) is 5.87 / 6.93 eV. As for the net charge: +2.

Atoms and positions in Å:
N1 -0.708 -0.749 1.263
C1 -0.842 0.093 2.391
C2 -1.711 1.305 2.006
N2 -0.044 0.220 -1.023
C3 -0.627 -0.686 -1.935
C4 0.205 -2.000 -2.072
C5 1.255 0.753 -1.226
C6 2.016 0.925 0.128
H1 -1.837 1.999 2.841
H2 -0.235 -0.272 0.129
H3 -0.451 -1.689 1.597
H4 0.081 0.489 2.869
H5 -1.329 -0.393 3.263
H6 -2.705 1.046 1.660
H7 -1.247 1.895 1.200
H8 -0.770 -0.129 -2.892
H9 -1.681 -0.790 -1.626
H10 0.386 -2.258 -1.033
H11 -0.330 -2.703 -2.716
H12 1.117 -1.889 -2.664
H13 1.120 1.775 -1.649
H14 1.853 0.179 -1.944
H15 1.734 0.105 0.783
H16 1.646 1.847 0.581
H17 3.102 0.922 0.067

Atom charges from the Mulliken analysis, given in e for atoms 1 to 2: atom 1 (N): -0.1449, atom 2 (C): -0.1493

Entry 8:
C23H19ClF29N2O8 | the ωB97M-V functional and the def2-TZVPD basis

The value obtained for the lowest unoccupied orbital energy is 1.69 eV. The electronic energy is -134846.4172 eV. The value obtained for the gap between HOMO and LUMO is 7.37 eV. As for the net charge: -1.

Atoms and positions in Å:
O1 2.275 4.364 4.381
C1 2.347 3.105 4.382
F1 3.055 2.535 5.494
N1 1.771 2.256 3.282
N2 0.539 2.792 2.888
C2 -0.383 1.761 2.334
Cl1 -0.039 1.334 0.556
C3 -0.490 0.415 3.216
C4 0.620 -0.706 2.845
O2 1.122 -1.284 4.095
C5 2.544 -1.080 4.233
C6 3.426 -2.029 3.248
F2 2.675 -3.062 2.633
F3 4.118 -1.272 2.242
F4 4.460 -2.608 4.085
C7 -1.868 2.459 2.323
O3 -2.389 2.763 1.192
O4 -2.441 2.714 3.558
C8 2.768 2.451 2.170
O5 3.816 1.775 2.147
F5 2.450 3.390 1.129
H1 0.062 3.270 3.684
H2 -1.525 -0.050 2.990
H3 -0.445 0.592 4.346
H4 1.531 -0.273 2.285
H5 0.199 -1.552 2.173
H6 2.861 -0.001 3.982
H7 2.791 -1.279 5.343
C9 -5.679 3.708 6.327
C10 -4.716 3.104 7.370
C11 -4.042 1.792 6.971
F6 -4.923 0.798 6.745
F7 -3.226 1.355 7.970
F8 -5.368 2.983 8.555
F9 -3.731 4.028 7.580
O6 -7.082 3.450 6.503
C12 -7.581 2.227 5.998
C13 -8.090 1.295 7.105
F10 -7.127 1.011 8.006
F11 -8.500 0.109 6.585
F12 -6.653 1.654 5.211
F13 -8.611 2.555 5.180
H8 -5.598 4.794 6.435
H9 -5.356 3.509 5.300
H10 -3.425 1.921 6.075
H11 -8.930 1.746 7.639
C14 2.650 2.434 -4.241
C15 3.209 1.366 -5.204
C16 2.254 0.228 -5.566
F14 1.867 -0.490 -4.496
F15 2.863 -0.649 -6.410
F16 4.374 0.889 -4.704
F17 3.538 2.013 -6.364
O7 2.987 2.306 -2.854
C17 2.186 1.435 -2.075
C18 2.965 0.222 -1.549
F18 3.510 -0.500 -2.555
F19 2.147 -0.616 -0.866
F20 1.085 1.095 -2.774
F21 1.747 2.172 -1.031
H12 3.115 3.379 -4.537
H13 1.578 2.600 -4.383
H14 1.362 0.605 -6.072
H15 3.773 0.536 -0.883
C19 1.372 -4.032 -9.242
C20 1.874 -5.492 -9.246
C21 0.920 -6.529 -8.655
F22 0.637 -6.302 -7.359
F23 1.477 -7.768 -8.709
F24 3.087 -5.541 -8.645
F25 2.093 -5.830 -10.554
O8 1.824 -3.187 -8.176
C22 1.112 -3.252 -6.955
C23 1.958 -3.803 -5.800
F26 2.433 -5.038 -6.071
F27 1.216 -3.908 -4.669
F28 -0.035 -3.935 -7.144
F29 0.743 -1.981 -6.674
H16 1.790 -3.567 -10.140
H17 0.288 -3.967 -9.378
H18 -0.020 -6.566 -9.214
H19 2.810 -3.150 -5.595

Atom charges from the Mulliken analysis, given in e for atoms 1 to 2: atom 1 (O): -0.4616, atom 2 (C): 0.4530

Copy entry 1 word for word.
C2H5N5O | the ωB97M-V functional and the def2-TZVPD basis

The value obtained for the lowest unoccupied orbital energy is 0.70 eV. The electronic energy is -11650.6765 eV. Its energy above the lowest of the compared OMol25 structures with the same formula, charge and spin is 180.27 kJ/mol. The value obtained for the gap between HOMO and LUMO is 9.73 eV.

Atoms and positions in Å:
C1 -1.219 0.242 0.047
C2 0.726 1.100 -0.079
H1 -3.211 0.848 -0.295
H2 -2.831 -0.861 -0.126
H3 2.577 1.328 -0.186
H4 1.387 -1.494 1.057
H5 2.026 -2.028 -0.374
N1 -2.594 0.099 0.055
N2 -0.638 1.402 0.096
N3 1.719 1.820 0.066
N4 0.857 -0.391 -0.410
N5 1.717 -1.235 0.178
O1 -0.514 -0.830 -0.027

Atom charges from the Mulliken analysis, given in e for atoms 1 to 2: atom 1 (C): 0.6416, atom 2 (C): 0.4657

> The highest electronic energy belongs to which entry?

C4H12BN

> The highest electronic energy belongs to which entry?

C4H12BN

> The lowest electronic energy belongs to which entry?

C2HBr2NO2